#P
{"formula": "C9H11NOS", "method": "ωB97M-V/def2-TZVPD", "lumo_ev": [0.24, 0.24], "species": ["C", "C", "C", "C", "C", "C", "C", "C", "C", "N", "O", "S", "H", "H", "H", "H", "H", "H", "H", "H", "H", "H", "H"], "xyz": [[-2.05, -0.05, 1.19], [-0.70, 0.00, 1.54], [-1.42, -0.76, -1.00], [-2.43, -0.48, -0.08], [0.27, -0.30, 0.50], [1.63, 0.21, 0.74], [2.52, 0.19, -0.49], [-3.93, -0.41, -0.31], [3.32, 1.39, -0.72], [-0.13, -0.60, -0.72], [2.89, -2.47, 0.03], [3.19, -1.21, 0.65], [-2.90, 0.19, 1.70], [-0.27, 0.25, 2.50], [-1.50, -0.77, -2.13], [1.68, 0.92, 1.52], [2.13, -0.31, -1.35], [-4.06, -1.02, -1.29], [-4.67, -0.74, 0.37], [-4.21, 0.57, -0.44], [3.91, 1.81, 0.17], [2.77, 2.29, -0.91], [3.97, 1.33, -1.47]]}



#Q
{"formula": "C9H11NOS", "method": "ωB97M-V/def2-TZVPD", "smiles": "CC(C)(S)C(=O)c1cccnc1", "lumo_ev": 0.37, "species": ["C", "C", "C", "C", "C", "C", "C", "C", "C", "N", "O", "S", "H", "H", "H", "H", "H", "H", "H", "H", "H", "H", "H"], "xyz": [[2.86, -1.11, 1.09], [1.51, -0.72, 1.27], [3.45, -0.72, -0.13], [1.53, 0.23, -0.96], [0.89, 0.03, 0.28], [-0.37, 0.70, 0.68], [-2.70, 1.16, 0.13], [-1.28, -0.05, -1.70], [-1.52, 0.21, -0.16], [2.78, -0.13, -1.08], [-0.55, 1.38, 1.65], [-1.68, -1.49, 0.60], [3.46, -1.78, 1.68], [1.10, -0.74, 2.30], [4.46, -0.89, -0.38], [0.98, 0.71, -1.73], [-3.72, 0.90, -0.12], [-2.44, 2.15, -0.29], [-2.78, 1.52, 1.14], [-2.24, -0.49, -2.07], [-1.17, 0.90, -2.09], [-0.56, -0.79, -1.91], [-2.02, -0.98, 1.80]]}



#R
{"formula": "C9H11NOS", "method": "ωB97M-V/def2-TZVPD", "lumo_ev": 0.33, "species": ["C", "C", "C", "C", "C", "C", "C", "C", "C", "N", "O", "S", "H", "H", "H", "H", "H", "H", "H", "H", "H", "H", "H"], "xyz": [[-2.16, 1.17, 0.43], [-2.17, -0.15, 0.21], [1.66, 1.82, -0.23], [-1.00, 0.86, -1.57], [-0.91, 1.74, -0.30], [-1.02, -0.47, -0.75], [0.33, 1.28, 0.39], [0.24, -0.34, 0.13], [2.50, -1.81, 0.72], [2.57, 0.87, -0.51], [1.87, 3.03, -0.29], [1.79, -0.72, -0.64], [-2.81, 1.66, 1.15], [-2.72, -0.92, 0.81], [-2.02, 0.92, -2.16], [-0.15, 0.92, -2.37], [-1.00, 2.87, -0.36], [-0.99, -1.41, -1.15], [0.36, 1.44, 1.42], [0.19, -0.97, 0.94], [1.66, -1.88, 1.53], [3.35, -1.33, 1.15], [2.74, -2.75, 0.23]]}



Decreasing stability: #Q, #R, #P



#P
{"formula": "C4H7N2", "method": "ωB97M-V/def2-TZVPD", "smiles": "[H]/N=c1/cc1C[NH3+]", "lumo_ev": -4.26, "charge": 1, "species": ["C", "C", "C", "C", "N", "N", "H", "H", "H", "H", "H", "H", "H"], "xyz": [[-1.32, 0.11, -1.63], [-0.52, -0.04, -0.52], [0.08, 0.41, -1.80], [-0.68, -0.22, 0.99], [1.03, 0.68, -2.51], [0.72, -0.32, 1.67], [-2.35, 0.03, -2.13], [-1.20, -1.08, 1.18], [-1.17, 0.56, 1.37], [2.03, 0.77, -2.25], [1.02, 0.58, 2.15], [1.58, -0.45, 1.08], [0.77, -1.03, 2.41]]}



#Q
{"formula": "C4H7N2", "method": "ωB97M-V/def2-TZVPD", "smiles": "C=C=CC(N)=[NH2+]", "lumo_ev": [-5.56, -5.55], "charge": 1, "species": ["C", "C", "C", "C", "N", "N", "H", "H", "H", "H", "H", "H", "H"], "xyz": [[1.34, 0.93, 0.26], [-0.32, 0.88, -0.46], [-0.90, -0.37, -0.41], [2.52, 1.08, 0.94], [-0.20, -1.48, -0.20], [-2.18, -0.42, -0.69], [-0.75, 1.77, -0.76], [2.41, 1.68, 1.88], [3.44, 0.73, 0.49], [0.79, -1.57, -0.11], [-0.77, -2.22, 0.11], [-2.94, 0.37, -0.48], [-2.45, -1.37, -0.57]]}



#R
{"formula": "C4H7N2", "method": "ωB97M-V/def2-TZVPD", "lumo_ev": [-4.39, -4.39], "charge": 1, "species": ["C", "C", "C", "C", "N", "N", "H", "H", "H", "H", "H", "H", "H"], "xyz": [[1.30, 1.31, -1.24], [-0.39, -1.19, 2.84], [-0.35, -1.06, -0.35], [0.00, 1.28, -1.02], [-0.29, -1.39, 1.72], [-0.75, 0.13, -0.66], [1.77, 2.23, -1.53], [1.96, 0.46, -1.14], [-0.49, -1.04, 3.88], [0.70, -1.32, -0.41], [-1.07, -1.87, -0.33], [-0.62, 2.16, -1.12], [-1.76, 0.30, -0.65]]}



#S
{"formula": "C4H7N2", "method": "ωB97M-V/def2-TZVPD", "lumo_ev": [-6.09, -6.09], "charge": 1, "species": ["C", "C", "C", "C", "N", "N", "H", "H", "H", "H", "H", "H", "H"], "xyz": [[1.09, -0.82, 0.56], [0.30, 1.50, 0.15], [0.96, 0.30, -0.39], [-0.14, -0.81, -0.34], [-2.38, 0.00, 0.07], [-1.20, -0.07, 0.17], [1.80, -1.60, 0.35], [0.93, -0.64, 1.61], [0.46, 1.79, 1.18], [-0.13, 2.23, -0.51], [1.55, 0.39, -1.29], [-0.32, -1.64, -1.01], [-2.93, -0.62, -0.53]]}



Decreasing stability: #R, #P, #Q, #S



#P
{"formula": "C4H7N2", "method": "ωB97M-V/def2-TZVPD", "smiles": "C=N/C=C\\[NH+]=C", "lumo_ev": [-5.13, -5.13], "charge": 1, "species": ["C", "C", "C", "C", "N", "N", "H", "H", "H", "H", "H", "H", "H"], "xyz": [[1.01, 1.19, 0.05], [-2.42, -0.44, 0.02], [2.49, -0.82, -0.02], [-0.42, 1.24, 0.14], [1.69, 0.10, 0.28], [-1.15, 0.02, 0.18], [1.52, 2.12, -0.05], [-2.68, -1.44, 0.20], [-3.25, 0.18, -0.16], [2.84, -1.00, -1.09], [2.69, -1.26, 0.87], [-1.06, 2.11, -0.13], [-0.52, -0.83, 0.39]]}



#Q
{"formula": "C4H7N2", "method": "ωB97M-V/def2-TZVPD", "smiles": "C/[NH+]=C1/[C@@H]2CN12", "lumo_ev": -4.69, "charge": 1, "species": ["C", "C", "C", "C", "N", "N", "H", "H", "H", "H", "H", "H", "H"], "xyz": [[0.24, 0.13, -0.30], [2.29, -0.39, 0.11], [1.42, 0.80, -0.15], [-2.18, -0.39, 0.14], [0.94, -0.51, 0.69], [-1.14, 0.34, -0.56], [2.48, -0.84, -0.84], [3.08, -0.16, 0.88], [1.38, 1.73, 0.35], [-2.22, -1.50, -0.01], [-1.89, -0.23, 1.23], [-3.15, -0.03, -0.26], [-1.24, 1.07, -1.28]]}



Decreasing stability: #P, #Q



#P
{"formula": "C4H7N2", "method": "ωB97M-V/def2-TZVPD", "lumo_ev": -7.13, "charge": 1, "species": ["C", "C", "C", "N", "C", "N", "H", "H", "H", "H", "H", "H", "H"], "xyz": [[-0.60, -1.60, 1.17], [0.03, -0.54, 0.35], [-0.45, 0.78, 0.40], [0.29, 1.62, -0.45], [0.93, 0.79, -1.44], [0.90, -0.86, -0.61], [-1.68, -1.82, 0.72], [-0.66, -1.25, 2.21], [-0.07, -2.55, 1.05], [-0.81, 1.26, 1.30], [-0.26, 2.56, -0.74], [1.95, 1.14, -1.65], [0.43, 0.47, -2.31]]}



#Q
{"formula": "C4H7N2", "method": "ωB97M-V/def2-TZVPD", "lumo_ev": -8.08, "charge": 1, "species": ["C", "C", "C", "N", "C", "N", "H", "H", "H", "H", "H", "H", "H"], "xyz": [[0.11, -1.31, -0.75], [0.61, -0.59, 0.40], [-0.67, 0.36, 0.87], [-1.63, 0.40, -0.17], [-0.64, 1.41, -0.42], [1.70, -0.21, 1.08], [0.72, -2.02, -1.35], [0.04, -1.62, 0.60], [-0.92, -1.41, -1.11], [-0.83, 0.89, 1.87], [0.07, 1.21, -1.37], [-0.79, 2.47, -0.19], [2.23, 0.44, 0.53]]}



#R
{"formula": "C4H7N2", "method": "ωB97M-V/def2-TZVPD", "lumo_ev": -4.92, "charge": 1, "species": ["C", "C", "C", "C", "N", "N", "H", "H", "H", "H", "H", "H", "H"], "xyz": [[-0.23, 1.22, 0.86], [0.11, -1.21, -0.26], [1.36, -0.40, -0.10], [-0.55, 0.14, -0.67], [0.51, 0.92, -0.19], [-1.37, 0.65, 0.44], [-0.07, 1.81, 1.73], [0.25, -1.88, -1.13], [-0.35, -1.51, 0.66], [2.03, -0.60, 0.84], [2.09, -0.37, -0.97], [-1.44, 0.53, -1.99], [-2.34, 0.70, 0.79]]}



#S
{"formula": "C4H7N2", "method": "ωB97M-V/def2-TZVPD", "lumo_ev": [-5.26, -5.26], "charge": 1, "species": ["C", "C", "C", "C", "N", "N", "H", "H", "H", "H", "H", "H", "H"], "xyz": [[0.61, -0.82, 1.25], [1.52, -0.21, 0.21], [-1.82, -0.22, 1.01], [0.06, 0.91, -1.19], [-0.58, -0.53, 1.13], [0.79, -0.12, -1.00], [1.89, 0.70, 0.52], [2.30, -0.95, 0.12], [-2.32, 0.63, 1.50], [-2.43, -0.99, 0.51], [-0.73, 0.95, -2.06], [-0.03, 1.57, -0.34], [0.75, -0.92, -1.67]]}



Decreasing stability: #P, #S, #R, #Q



#P
{"formula": "C6H13NO4", "method": "ωB97M-V/def2-TZVPD", "lumo_ev": -0.94, "species": ["C", "C", "C", "C", "C", "C", "H", "H", "H", "H", "H", "H", "H", "H", "H", "H", "H", "H", "H", "N", "O", "O", "O", "O"], "xyz": [[-1.19, -0.66, -0.09], [-0.21, -1.13, 1.04], [1.10, -0.99, 0.19], [1.87, 0.38, 0.26], [0.59, 1.37, -0.24], [-0.70, 0.65, -0.83], [-3.82, -1.09, -0.77], [-2.97, -1.12, 1.64], [-0.97, -1.67, -0.86], [0.11, -0.60, 2.03], [-0.48, -2.08, 1.30], [1.91, -1.67, 0.67], [1.76, -0.99, -1.70], [2.10, 0.76, 1.29], [4.03, 1.09, 0.20], [1.16, 2.07, -1.10], [-0.97, 2.05, 0.85], [-0.73, 0.42, -1.97], [-2.55, 1.04, -0.71], [-2.79, -0.42, 0.08], [1.06, -1.48, -1.11], [3.14, 0.45, -0.38], [0.28, 1.87, 0.93], [-1.73, 1.74, -0.73]]}



#Q
{"formula": "C6H13NO4", "method": "ωB97M-V/def2-TZVPD", "smiles": "OC(O)C[C@@H]1NC[C@@H](O)[C@@H]1O", "lumo_ev": 0.44, "species": ["C", "C", "C", "C", "C", "C", "H", "H", "H", "H", "H", "H", "H", "H", "H", "H", "H", "H", "H", "N", "O", "O", "O", "O"], "xyz": [[-1.64, 0.67, 1.95], [-0.62, 1.29, 1.08], [0.30, 0.41, 0.34], [1.81, 0.31, -1.58], [1.19, -1.10, -1.32], [-0.11, -0.84, -0.63], [-2.15, -0.23, 0.27], [-2.34, 1.39, 2.43], [-1.65, -1.05, 2.95], [-1.41, 1.79, 0.45], [-0.22, 2.23, 1.41], [1.01, 0.03, 1.11], [0.51, 1.87, -1.17], [2.88, 0.18, -1.31], [1.75, 0.90, -2.60], [0.95, -1.63, -2.21], [3.00, -1.67, -0.85], [-0.33, -1.67, 0.01], [-1.48, -1.56, -1.84], [1.08, 1.27, -0.57], [-2.53, 0.01, 1.20], [-0.94, -0.19, 2.86], [2.17, -1.81, -0.47], [-1.25, -0.59, -1.50]]}



Decreasing stability: #Q, #P



#P
{"formula": "C4H6NS", "method": "ωB97M-V/def2-TZVPD", "lumo_ev": -5.06, "charge": 1, "species": ["C", "C", "C", "C", "N", "S", "H", "H", "H", "H", "H", "H"], "xyz": [[-1.21, -1.12, 0.26], [-3.04, 1.06, -1.01], [2.10, 0.32, 0.71], [0.99, -0.15, -0.28], [-0.10, -0.70, 0.06], [-2.68, 0.47, 0.35], [-1.63, -2.07, 0.20], [-2.68, 1.11, -2.05], [2.12, -0.48, 1.54], [2.06, 1.25, 1.28], [3.04, 0.10, 0.29], [1.05, 0.20, -1.36]]}



#Q
{"formula": "C4H6NS", "method": "ωB97M-V/def2-TZVPD", "smiles": "C[C@H]1[NH2+]C2=S1#C2", "lumo_ev": -4.85, "charge": 1, "species": ["C", "C", "C", "C", "N", "S", "H", "H", "H", "H", "H", "H"], "xyz": [[-2.17, -1.05, -0.15], [-2.58, -2.21, 0.02], [-0.30, -0.48, 0.54], [0.89, -0.27, -0.22], [-1.48, 0.18, -0.09], [-0.75, -2.46, 0.43], [-0.14, -0.41, 1.61], [1.23, 0.73, -0.13], [0.94, -0.51, -1.23], [1.63, -0.98, 0.16], [-1.27, 0.66, -0.97], [-1.90, 0.87, 0.58]]}



Decreasing stability: #P, #Q



#P
{"formula": "C5H11O2", "method": "ωB97M-V/def2-TZVPD", "lumo_ev": 4.11, "charge": -1, "species": ["C", "C", "H", "H", "H", "H", "H", "H", "C", "C", "C", "O", "O", "H", "H", "H", "H", "H"], "xyz": [[-0.16, 2.68, -0.34], [0.18, 1.70, -1.48], [-1.18, 2.51, -0.01], [0.40, 2.40, 0.57], [0.16, 3.69, -0.58], [0.49, 2.15, -2.42], [-0.67, 1.07, -1.59], [0.99, 1.01, -1.21], [-0.20, -1.62, 1.24], [1.08, -2.20, 0.64], [-1.28, -1.23, 0.20], [-1.69, -0.05, 0.27], [-1.64, -2.13, -0.59], [-0.67, -2.26, 2.00], [0.00, -0.74, 1.87], [1.84, -1.42, 0.56], [0.89, -2.55, -0.37], [1.46, -3.00, 1.26]]}



#Q
{"formula": "C5H11O2", "method": "ωB97M-V/def2-TZVPD", "lumo_ev": 3.74, "charge": -1, "species": ["C", "O", "C", "C", "C", "C", "H", "H", "H", "H", "H", "H", "H", "H", "H", "H", "H", "O"], "xyz": [[0.98, 0.13, 0.50], [2.32, 0.05, 0.70], [0.47, -0.90, -0.52], [-1.04, -1.21, -0.41], [-1.87, 0.01, -0.54], [-2.75, 0.19, -1.52], [0.65, 1.13, 0.09], [0.44, 0.16, 1.48], [0.65, -0.50, -1.52], [1.11, -1.76, -0.33], [-1.19, -1.73, 0.53], [-1.29, -1.87, -1.25], [-1.69, 0.83, 0.16], [-2.88, -0.64, -2.20], [-3.52, 0.95, -1.51], [3.46, 1.76, 2.87], [2.92, 1.30, 1.44], [3.23, 2.10, 2.01]]}



Decreasing stability: #P, #Q



#P
{"formula": "C5H11O2", "method": "ωB97M-V/def2-TZVPD", "lumo_ev": 3.91, "charge": -1, "species": ["C", "C", "H", "H", "H", "H", "H", "H", "C", "C", "C", "O", "O", "H", "H", "H", "H", "H"], "xyz": [[1.20, -1.36, 1.86], [0.70, 0.05, 2.19], [1.10, -2.02, 2.71], [0.70, -1.70, 0.95], [2.27, -1.37, 1.67], [-0.36, -0.02, 2.49], [0.67, 0.66, 1.29], [1.22, 0.56, 3.00], [-0.16, 0.70, -1.70], [-1.43, 1.40, -1.25], [-0.44, -0.80, -2.02], [0.18, -1.65, -1.32], [-1.27, -1.01, -2.93], [0.24, 1.13, -2.63], [0.63, 0.72, -0.94], [-1.80, 0.94, -0.34], [-2.18, 1.31, -2.04], [-1.29, 2.47, -1.01]]}



#Q
{"formula": "C5H11O2", "method": "ωB97M-V/def2-TZVPD", "lumo_ev": 3.77, "charge": -1, "species": ["C", "C", "H", "H", "H", "H", "H", "H", "C", "C", "C", "O", "O", "H", "H", "H", "H", "H"], "xyz": [[-1.33, -0.85, -0.70], [-1.10, -1.74, -1.85], [-1.82, 0.00, -0.94], [-1.84, -1.40, 0.13], [-0.34, -0.52, -0.34], [0.03, -1.99, -2.14], [-1.73, -1.59, -2.65], [-1.47, -2.71, -1.53], [1.45, 0.82, 1.26], [1.11, 1.76, 0.00], [0.27, 0.44, 2.12], [-0.75, 1.13, 2.03], [0.39, -0.48, 2.96], [1.86, -0.09, 0.95], [2.26, 1.26, 1.76], [0.49, 1.15, -0.71], [1.93, 2.11, -0.51], [0.62, 2.70, 0.16]]}



#R
{"formula": "C5H11O2", "method": "ωB97M-V/def2-TZVPD", "lumo_ev": 3.65, "charge": -1, "species": ["C", "C", "H", "H", "H", "H", "H", "H", "C", "C", "C", "O", "O", "H", "H", "H", "H", "H"], "xyz": [[-0.10, -1.60, -1.59], [0.26, -2.43, -0.44], [-0.57, -0.66, -1.11], [0.65, -0.89, -2.07], [-0.69, -1.89, -2.45], [1.13, -2.94, -0.64], [-0.56, -3.15, -0.25], [0.37, -2.04, 0.61], [-0.53, 1.53, 1.36], [0.78, 0.84, 0.95], [-0.82, 2.51, 0.07], [-0.60, 3.72, 0.20], [-1.12, 1.94, -1.00], [-1.38, 0.93, 1.61], [-0.27, 2.00, 2.29], [1.28, 1.40, 0.02], [0.57, -0.19, 0.73], [1.58, 0.91, 1.69]]}



Decreasing stability: #P, #Q, #R